(1)
Density functional theory data (ωB97M-V/def2-TZVPD) for a 2-piece molecular cluster, C4H13N2O overall.

Its net charge is +1. Its energy above the lowest of the compared OMol25 structures with the same formula, charge and spin is 25.8 kcal/mol.

Atoms and positions in Å:
C: 2.750 0.920 0.232
C: 2.153 -0.412 -0.298
C: 0.668 -0.662 -0.072
N: -2.009 -0.350 -1.375
C: -1.380 0.611 -0.704
N: -0.180 0.535 -0.233
H: 3.697 1.211 -0.196
H: 2.830 0.845 1.320
H: 1.969 1.679 0.134
H: 2.420 -0.431 -1.356
H: 2.638 -1.264 0.183
H: 0.296 -1.390 -0.785
H: 0.520 -0.984 0.955
H: -1.494 -1.038 -1.889
H: -2.925 -0.162 -1.774
H: -1.942 1.528 -0.576
H: 0.044 1.309 0.366
H: -1.313 -0.521 2.762
H: -2.623 -0.825 2.032
O: -1.732 -0.501 1.919


(2)
Density functional theory data (ωB97M-V/def2-TZVPD) for a 10-piece molecular cluster, C60H98O15 overall.

Its net charge is 0. Its structure (SMILES) is CCOCCOCc1c(CCCCOC=O)ccc2c1C(=O)c1ccccc1C2=O.C1CCOC1.C1CCOC1.C1CCOC1.C1CCOC1.C1CCOC1.C1CCOC1.C1CCOC1.C1CCOC1.C1CCOC1. The calculation puts the total energy at -94492.7108 eV.

Atoms and positions in Å:
C: -3.810 2.003 -1.465
C: -2.785 1.796 -2.729
O: -1.589 0.992 -2.434
C: -0.478 1.810 -1.920
C: -0.383 1.484 -0.286
O: 0.935 1.927 0.212
C: 1.277 1.241 1.470
C: -0.014 1.001 2.480
C: -0.743 2.322 3.202
C: -0.172 3.862 2.911
C: 0.518 4.356 4.345
C: 2.038 3.720 4.572
C: 2.753 4.680 5.734
O: 4.011 4.107 6.263
C: 4.534 5.189 7.156
O: 5.469 4.987 8.105
C: -2.041 2.026 4.207
C: -2.593 0.499 4.546
C: -1.805 -0.750 3.833
C: -0.523 -0.536 2.781
C: 0.190 -1.901 2.128
O: 0.545 -2.010 0.838
C: 0.378 -3.156 3.218
C: 1.753 -4.092 3.266
C: 1.803 -5.273 4.444
C: 0.549 -5.484 5.520
C: -0.809 -4.553 5.424
C: -0.906 -3.371 4.267
C: -2.219 -2.345 4.121
O: -3.499 -2.766 4.235
H: -3.361 1.715 -0.416
H: -4.097 3.160 -1.448
H: -4.798 1.411 -1.713
H: -2.451 2.810 -3.222
H: -3.391 1.198 -3.564
H: 0.587 1.496 -2.350
H: -0.587 2.962 -2.099
H: -0.522 0.318 -0.177
H: -1.277 2.071 0.212
H: 1.828 0.239 1.167
H: 2.091 1.870 2.075
H: -1.115 4.500 2.611
H: 0.691 3.893 2.120
H: -0.232 4.088 5.205
H: 0.663 5.540 4.390
H: 2.659 3.824 3.563
H: 2.003 2.583 4.932
H: 2.009 4.818 6.633
H: 2.974 5.749 5.307
H: 4.140 6.309 7.063
H: -2.639 2.908 4.745
H: -3.507 0.280 5.280
H: 2.659 -3.947 2.535
H: 2.737 -5.996 4.596
H: 0.639 -6.310 6.362
H: -1.737 -4.638 6.161
C: 3.085 -3.507 9.252
C: 2.845 -4.744 10.078
C: 1.591 -5.308 9.445
O: 1.618 -4.934 8.061
C: 2.652 -3.957 7.874
H: 4.120 -3.155 9.279
H: 2.436 -2.696 9.601
H: 3.677 -5.446 9.947
H: 2.731 -4.545 11.146
H: 0.690 -4.874 9.891
H: 1.532 -6.397 9.531
H: 3.476 -4.442 7.338
H: 2.275 -3.133 7.262
C: -1.089 6.834 -2.777
C: -2.246 7.554 -3.419
C: -3.125 6.406 -3.867
O: -2.913 5.334 -2.938
C: -1.773 5.651 -2.128
H: -0.530 7.447 -2.065
H: -0.393 6.486 -3.550
H: -2.771 8.156 -2.668
H: -1.953 8.213 -4.241
H: -2.836 6.049 -4.861
H: -4.185 6.673 -3.886
H: -2.135 5.904 -1.125
H: -1.119 4.778 -2.052
C: 2.124 0.109 -6.532
C: 1.554 1.344 -7.182
C: 0.610 1.856 -6.116
O: 1.163 1.470 -4.850
C: 2.222 0.531 -5.083
H: 3.083 -0.205 -6.951
H: 1.416 -0.723 -6.633
H: 2.354 2.074 -7.355
H: 1.057 1.150 -8.135
H: -0.378 1.392 -6.204
H: 0.490 2.943 -6.149
H: 3.170 1.040 -4.881
H: 2.125 -0.312 -4.393
C: 1.393 9.164 2.268
C: 0.290 10.099 2.692
C: -0.797 9.136 3.116
O: -0.141 7.960 3.611
C: 1.249 8.034 3.263
H: 2.386 9.621 2.283
H: 1.199 8.796 1.254
H: 0.618 10.695 3.552
H: -0.032 10.785 1.904
H: -1.419 8.838 2.265
H: -1.445 9.550 3.894
H: 1.812 8.238 4.180
H: 1.579 7.073 2.858
C: 4.976 -6.351 -0.467
C: 4.406 -5.116 -1.116
C: 3.462 -4.604 -0.051
O: 4.015 -4.991 1.215
C: 5.074 -5.930 0.983
H: 5.935 -6.665 -0.885
H: 4.269 -7.183 -0.567
H: 5.206 -4.386 -1.289
H: 3.909 -5.311 -2.070
H: 2.474 -5.068 -0.139
H: 3.342 -3.518 -0.084
H: 6.022 -5.420 1.184
H: 4.977 -6.773 1.673
C: 1.170 -9.886 -2.599
C: 0.381 -8.695 -2.121
C: 1.224 -8.199 -0.967
O: 2.586 -8.527 -1.275
C: 2.596 -9.424 -2.394
H: 0.958 -10.168 -3.634
H: 0.962 -10.751 -1.958
H: 0.342 -7.935 -2.910
H: -0.644 -8.936 -1.828
H: 0.960 -8.708 -0.034
H: 1.131 -7.120 -0.813
H: 2.962 -8.867 -3.264
H: 3.282 -10.252 -2.197
C: -5.425 6.972 1.686
C: -4.898 6.869 0.278
C: -4.427 8.282 0.012
O: -4.015 8.828 1.272
C: -4.456 7.949 2.316
H: -5.466 6.015 2.211
H: -6.434 7.401 1.674
H: -4.045 6.180 0.251
H: -5.640 6.523 -0.445
H: -5.241 8.906 -0.372
H: -3.594 8.320 -0.696
H: -3.575 7.434 2.713
H: -4.912 8.532 3.121
C: -3.252 -2.118 -6.574
C: -3.822 -0.883 -7.224
C: -4.766 -0.371 -6.158
O: -4.213 -0.757 -4.892
C: -3.154 -1.696 -5.125
H: -2.293 -2.432 -6.993
H: -3.960 -2.949 -6.675
H: -3.022 -0.153 -7.397
H: -4.320 -1.077 -8.177
H: -5.754 -0.835 -6.246
H: -4.886 0.716 -6.191
H: -2.206 -1.187 -4.923
H: -3.251 -2.539 -4.435
C: 0.237 -8.961 -7.800
C: 0.758 -7.550 -7.707
C: 0.013 -7.015 -6.504
O: -0.222 -8.130 -5.632
C: 0.082 -9.337 -6.343
H: 0.898 -9.638 -8.347
H: -0.742 -8.963 -8.293
H: 1.835 -7.564 -7.504
H: 0.589 -6.958 -8.611
H: -0.961 -6.604 -6.789
H: 0.575 -6.243 -5.971
H: 1.017 -9.738 -5.936
H: -0.712 -10.071 -6.181


(3)
Density functional theory data (ωB97M-V/def2-TZVPD) for one molecule with the formula C5H12N2S.

Its net charge is 0. Its structure (SMILES) is CCN(CC)NC=S. Its energy above the lowest of the compared OMol25 structures with the same formula, charge and spin is 109.6 kcal/mol.

Atoms and positions in Å:
C: 0.090 2.431 -0.147
C: 0.731 0.960 -0.374
C: 0.706 -1.364 -0.895
C: 1.482 -1.922 0.393
C: -2.473 -0.004 0.696
H: 0.712 3.307 -0.368
H: -0.453 2.493 0.914
H: -0.876 2.285 -0.881
H: 1.053 1.135 -1.508
H: 1.441 0.704 0.343
H: 1.338 -0.823 -1.706
H: -0.187 -2.097 -1.227
H: 1.828 -2.787 -0.095
H: 2.296 -1.211 0.903
H: 0.846 -2.407 1.312
H: -0.629 0.047 1.493
H: -3.236 0.253 1.604
N: -0.252 -0.113 -0.534
N: -1.085 -0.251 0.631
S: -3.332 -0.634 -0.554


(4)
Density functional theory data (ωB97M-V/def2-TZVPD) for one molecule with the formula CH3N3O2S.

Its net charge is 0. Its energy above the lowest of the compared OMol25 structures with the same formula, charge and spin is 67.9 kcal/mol.

Atoms and positions in Å:
C: 0.351 -0.613 0.779
N: 0.922 -1.169 1.740
N: -0.142 -1.677 -0.438
N: 0.103 0.707 0.504
O: 0.996 -3.983 -0.647
O: 1.187 -2.496 1.539
S: 0.197 -3.206 0.276
H: 0.448 -1.711 -1.326
H: -0.619 0.837 -0.337
H: 0.165 1.263 1.408


Copy entry 4 word for word.
Density functional theory data (ωB97M-V/def2-TZVPD) for one molecule with the formula CH3N3O2S.

Its net charge is 0. Its energy above the lowest of the compared OMol25 structures with the same formula, charge and spin is 67.9 kcal/mol.

Atoms and positions in Å:
C: 0.351 -0.613 0.779
N: 0.922 -1.169 1.740
N: -0.142 -1.677 -0.438
N: 0.103 0.707 0.504
O: 0.996 -3.983 -0.647
O: 1.187 -2.496 1.539
S: 0.197 -3.206 0.276
H: 0.448 -1.711 -1.326
H: -0.619 0.837 -0.337
H: 0.165 1.263 1.408


Question: Look up the net charge of the first one.
Answer: +1